No. 1
A gas-phase ion, C5H13N3OP (charge +1) in a non-equilibrium geometry. Source: the Open Molecules 2025 dataset; level of theory: the ωB97M-V functional and the def2-TZVPD basis.

Properties
HOMO-LUMO gap: 0.3544 Ha
Total charge: +1
HOMO: -13.821 eV
Largest force on an atom: 5.648 eV/A
Total energy: -778.86227 Ha

```
23
Properties=species:S:1:pos:R:3:mulliken_charge:R:1
C 0.321 0.130 0.046 0.676
C -1.799 0.936 -0.718 -0.872
C -0.302 2.434 0.503 -1.072
C -1.177 -1.663 0.713 -1.029
C 0.785 -2.188 -0.507 -0.791
N -0.527 1.112 -0.038 0.107
N 0.011 -1.136 0.050 0.087
N 1.830 0.521 -0.206 -0.375
O 4.311 0.546 -0.266 -0.416
P 3.306 -0.385 0.136 0.339
H -2.675 1.077 -0.064 0.295
H -1.754 1.870 -1.435 0.360
H -1.775 -0.112 -1.211 0.315
H 0.049 3.091 -0.192 0.448
H -1.338 2.957 0.901 0.299
H 0.446 2.409 1.437 0.362
H -1.695 -0.862 1.362 0.308
H -1.987 -2.025 -0.098 0.382
H -1.063 -2.582 1.443 0.383
H 0.562 -2.367 -1.564 0.356
H 1.990 -2.156 -0.372 0.202
H 0.449 -3.107 0.080 0.283
H 2.032 1.500 0.001 0.351
```

=====

No. 2
A molecular structure, C25H46BiO2P2 in a non-equilibrium geometry. Source: the Open Molecules 2025 dataset; level of theory: the ωB97M-V functional and the def2-TZVPD basis.

Properties
HOMO-LUMO gap (spin up / spin down): 0.1787 / 0.1787 Ha
Total charge: +1
HOMO (spin up / spin down): -9.560 / -9.559 eV
Largest force on an atom: 5.161 eV/A
Total energy: -2027.62868 Ha

```
76
Properties=species:S:1:pos:R:3:mulliken_charge:R:1
Bi -0.570 -0.112 0.391 1.061
C 0.794 -1.300 -1.988 0.129
C -0.237 -0.516 -2.583 0.898
C 1.377 0.923 -1.796 0.863
C 1.826 -0.409 -1.584 1.382
C 0.131 0.858 -2.454 0.585
C 0.861 -2.777 -2.028 -1.980
H -0.129 -3.199 -1.857 0.311
H 1.540 -3.161 -1.269 0.404
H 1.209 -3.111 -3.010 0.350
C 3.218 -0.773 -1.268 -1.699
H 3.323 -1.862 -1.150 0.489
H 3.550 -0.270 -0.343 0.103
H 3.891 -0.460 -2.090 0.357
C 2.164 2.157 -1.606 -1.895
H 2.578 2.486 -2.567 0.368
H 2.988 2.004 -0.906 0.391
H 1.525 2.959 -1.219 0.151
C -0.553 2.006 -3.092 -1.795
H -0.249 2.108 -4.143 0.314
H -0.295 2.937 -2.584 0.449
H -1.637 1.859 -3.046 0.259
C -1.323 -1.083 -3.423 -1.360
H -0.937 -1.424 -4.406 0.289
H -2.125 -0.351 -3.611 0.435
H -1.779 -1.957 -2.925 0.165
C -3.459 -1.153 0.875 -0.221
C -3.276 -1.899 -0.224 0.139
C -4.440 -2.268 -1.104 -1.311
C -5.084 -1.140 -1.972 -1.053
C -4.516 0.245 -1.830 -0.188
C -4.731 0.962 -0.731 -0.449
C -5.528 0.396 0.420 -0.858
C -4.834 -0.695 1.288 -1.483
H -5.255 -2.701 -0.502 0.454
H -6.169 -1.148 -1.763 0.398
H -4.108 -3.048 -1.804 0.419
H -5.524 -1.556 1.332 0.375
H -2.650 -0.877 1.577 0.835
H -2.297 -2.289 -0.515 0.465
H -4.769 -0.291 2.311 0.372
H -5.773 1.220 1.108 0.385
H -4.363 1.991 -0.585 0.478
H -6.487 -0.028 0.069 0.378
H -4.953 -1.450 -3.020 0.325
H -3.932 0.597 -2.695 0.521
P 0.658 -2.056 1.806 1.195
C 2.420 -2.464 1.628 -1.120
H 2.758 -3.136 2.422 0.584
H 2.993 -1.533 1.688 0.142
H 2.624 -2.940 0.666 0.273
C 0.463 -1.530 3.538 -1.180
H 0.878 -2.267 4.231 0.475
H -0.595 -1.379 3.775 0.340
H 0.987 -0.577 3.677 0.238
C -0.201 -3.662 1.608 -1.218
H -1.266 -3.552 1.855 0.344
H 0.246 -4.433 2.248 0.472
H -0.126 -3.980 0.557 0.282
P -0.842 2.418 1.250 1.220
C -1.347 3.652 0.002 -1.232
H -2.003 4.423 0.414 0.504
H -1.855 3.151 -0.830 0.125
H -0.456 4.141 -0.410 0.426
C -1.943 2.217 2.690 -1.145
H -2.995 2.116 2.408 0.278
H -1.833 3.044 3.391 0.481
H -1.654 1.296 3.212 0.289
C 0.573 3.313 2.002 -1.456
H 0.261 4.312 2.336 0.562
H 1.375 3.416 1.254 0.224
H 0.967 2.748 2.860 0.343
O 3.520 0.849 2.730 -0.617
C 2.852 1.192 1.757 -0.493
O 1.786 0.600 1.282 -0.595
H 3.134 2.111 1.193 0.254
```

=====

No. 3
C2H5NP2 in the gas phase in a non-equilibrium geometry. Source: the Open Molecules 2025 dataset; level of theory: the ωB97M-V functional and the def2-TZVPD basis.

Properties
HOMO-LUMO gap (spin up / spin down): 0.2405 / 0.2410 Ha
Total charge: 0
HOMO (spin up / spin down): -7.720 / -7.726 eV
Largest force on an atom: 2.974 eV/A
Total energy: -816.51540 Ha

```
10
Properties=species:S:1:pos:R:3:mulliken_charge:R:1
C 1.583 0.943 -0.201 -0.108
C -1.359 -1.092 -0.248 -0.660
N 0.343 1.385 -0.183 -0.443
P 2.210 -0.682 0.027 -0.068
P -0.957 0.551 0.135 0.331
H 2.291 1.758 0.024 0.332
H -2.402 -1.173 0.069 0.249
H -0.724 -1.985 -0.239 0.374
H 0.961 -1.272 0.573 -0.134
H -1.946 1.567 0.044 0.127
```

=====

No. 4
A molecular structure, C2H5Cl3OSi in a non-equilibrium geometry. Source: the Open Molecules 2025 dataset; level of theory: the ωB97M-V functional and the def2-TZVPD basis.

Properties
HOMO-LUMO gap (spin up / spin down): 0.2400 / 0.2739 Ha
Total charge: 0
HOMO (spin up / spin down): -6.024 / -10.675 eV
Largest force on an atom: 4.530 eV/A
Spin multiplicity: 3
Total energy: -1824.46993 Ha

```
12
Properties=species:S:1:pos:R:3:mulliken_spin:R:1
C 0.947 0.460 -1.024 -0.075
C -0.264 0.447 -0.153 0.831
O -1.510 -0.666 -0.940 1.115
Si -0.215 -0.462 1.519 0.056
Cl -2.049 -0.776 2.246 0.005
Cl 0.782 -2.190 1.300 0.005
Cl 0.822 0.757 2.775 0.022
H 1.636 1.210 -0.623 0.053
H 0.705 0.748 -2.048 0.020
H 1.452 -0.506 -1.022 0.005
H -0.833 1.368 -0.173 0.022
H -1.474 -0.389 -1.858 -0.057
```